(1)
Here is a single C18H24N6O molecule in a non-equilibrium geometry from the OMol25 dataset. Energies are from ωB97M-V/def2-TZVPD.

Computed properties:
- Calculated total energy: -1103.95155 Ha
- HOMO energy: -8.39 eV
- SMILES: CCN(CC)c1nc(C)nc2c(-c3cnc(OC)cc3C)c(C)nn12
- Total charge: 0
- Relative energy (zero: lowest compared OMol25 entry of this formula, charge and spin): 77.4 kcal/mol
- LUMO: 0.0263 Eh

Bonds (Å) are listed after each position.
Atoms and positions in Å:
1 N -0.66 -1.80 2.29  C6 1.268, C7 1.363
2 N -1.19 0.41 1.75  C7 1.304, C10 1.433
3 N 1.62 -0.63 -0.20  C8 1.304, N16 1.311
4 N -0.99 4.53 -0.77  C11 1.319, C12 1.305
5 O -2.08 5.79 -2.32  C12 1.361, C18 1.445
6 C 0.36 -1.77 1.53  N1 1.268, N16 1.401, N17 1.414
7 C -1.33 -0.64 2.51  N1 1.363, N2 1.304, C19 1.495
8 C 1.43 0.47 -0.88  N3 1.304, C9 1.527, C20 1.486
9 C 0.19 1.12 -0.26  C8 1.527, C10 1.283, C14 1.536
10 C -0.23 0.36 0.68  N2 1.433, C9 1.283, N16 1.382
11 C -0.39 3.44 -0.32  N4 1.319, C14 1.339, H26 1.051
12 C -1.63 4.58 -1.90  N4 1.305, O5 1.361, C13 1.363
13 C -1.77 3.47 -2.67  C12 1.363, C15 1.397, H27 1.029
14 C -0.44 2.30 -1.01  C9 1.536, C11 1.339, C15 1.484
15 C -1.21 2.25 -2.28  C13 1.397, C14 1.484, C21 1.474
16 N 0.67 -0.69 0.70  N3 1.311, C6 1.401, C10 1.382
17 N 1.11 -2.97 1.52  C6 1.414, C24 1.551, C25 1.444
18 C -2.52 6.51 -1.15  O5 1.445, H28 1.133, H29 1.168, H30 1.150
19 C -2.30 -0.66 3.65  C7 1.495, H31 1.117, H32 1.035, H33 1.055
20 C 2.15 0.76 -2.14  C8 1.486, H34 1.106, H35 1.101, H36 0.999
21 C -1.71 1.05 -2.99  C15 1.474, H37 1.062, H38 1.077, H39 1.082
22 C 1.07 -5.51 1.78  C24 1.571, H40 1.050, H41 1.072, H42 1.133
23 C 3.21 -3.38 0.15  C25 1.498, H43 1.111, H44 1.070, H45 1.077
24 C 0.45 -4.28 1.03  N17 1.551, C22 1.571, H46 1.065, H47 1.093
25 C 2.56 -2.95 1.43  N17 1.444, C23 1.498, H48 1.061, H49 1.135
26 H 0.16 3.38 0.57  C11 1.051
27 H -2.17 3.55 -3.62  C13 1.029
28 H -3.13 5.96 -0.37  C18 1.133
29 H -1.65 6.94 -0.51  C18 1.168
30 H -3.13 7.43 -1.50  C18 1.150
31 H -2.59 -1.67 4.03  C19 1.117
32 H -1.77 -0.16 4.39  C19 1.035
33 H -3.18 -0.09 3.51  C19 1.055
34 H 2.89 -0.04 -2.31  C20 1.106
35 H 2.63 1.74 -1.95  C20 1.101
36 H 1.48 0.81 -2.87  C20 0.999
37 H -1.49 0.06 -2.68  C21 1.062
38 H -1.21 1.22 -3.93  C21 1.077
39 H -2.75 1.12 -3.29  C21 1.082
40 H 2.09 -5.72 1.63  C22 1.050
41 H 0.94 -5.19 2.79  C22 1.072
42 H 0.44 -6.39 1.45  C22 1.133
43 H 4.26 -3.06 0.29  C23 1.111
44 H 2.79 -2.87 -0.69  C23 1.070
45 H 3.15 -4.43 -0.07  C23 1.077
46 H -0.59 -4.27 1.25  C24 1.065
47 H 0.68 -4.45 -0.02  C24 1.093
48 H 2.76 -1.93 1.65  C25 1.061
49 H 3.02 -3.69 2.15  C25 1.135

---

(2)
Here is 6 unconnected molecules or ions with the total composition C18H24O18 in a non-equilibrium geometry from the OMol25 dataset. Energies are from ωB97M-V/def2-TZVPD.

Computed properties:
- Calculated total energy: -2054.57830 Ha
- HOMO energy: -10.94 eV
- SMILES: O=C1OCCO1.O=C1OCCO1.O=C1OCCO1.O=C1OCCO1.O=C1OCCO1.O=C1OCCO1
- Total charge: 0
- Relative energy (zero: lowest compared OMol25 entry of this formula, charge and spin): 58.9 kcal/mol
- LUMO: 0.0033 Eh

Bonds (Å) are listed after each position.
Atoms and positions in Å:
1 C 14.40 13.78 10.48  C2 1.514, O6 1.459, H7 1.090, H8 1.090
2 C 13.58 12.61 10.01  C1 1.514, O3 1.431, H9 1.090, H10 1.090
3 O 12.85 12.98 8.83  C2 1.431, C4 1.352
4 C 12.91 14.32 8.73  O3 1.352, O5 1.201, O6 1.309
5 O 12.23 15.00 8.02  C4 1.201
6 O 13.83 14.76 9.56  C1 1.459, C4 1.309
7 H 15.48 13.70 10.30  C1 1.090
8 H 14.15 14.14 11.47  C1 1.090
9 H 12.85 12.22 10.72  C2 1.090
10 H 14.24 11.82 9.64  C2 1.090
11 C 15.81 15.02 7.25  C12 1.590, O16 1.426, H17 1.090, H18 1.090
12 C 16.69 15.38 5.98  C11 1.590, O13 1.401, H19 1.090, H20 1.090
13 O 17.89 14.67 6.11  C12 1.401, C14 1.334
14 C 17.88 14.06 7.30  O13 1.334, O15 1.220, O16 1.281
15 O 18.78 13.35 7.72  C14 1.220
16 O 16.79 14.25 7.94  C11 1.426, C14 1.281
17 H 15.02 14.39 6.84  C11 1.090
18 H 15.30 15.87 7.71  C11 1.090
19 H 16.68 16.47 5.99  C12 1.090
20 H 16.24 15.04 5.05  C12 1.090
21 C 21.22 15.74 6.92  C22 1.522, O26 1.460, H27 1.090, H28 1.090
22 C 20.63 17.14 6.80  C21 1.522, O23 1.413, H29 1.090, H30 1.090
23 O 21.74 17.84 6.28  C22 1.413, C24 1.360
24 C 22.91 17.19 6.53  O23 1.360, O25 1.229, O26 1.360
25 O 24.06 17.58 6.29  C24 1.229
26 O 22.65 15.99 7.10  C21 1.460, C24 1.360
27 H 20.97 15.12 6.06  C21 1.090
28 H 20.74 15.23 7.75  C21 1.090
29 H 20.35 17.56 7.76  C22 1.090
30 H 19.76 17.15 6.15  C22 1.090
31 C 11.78 17.04 4.39  C32 1.520, O36 1.454, H37 1.090, H38 1.090
32 C 12.93 16.81 5.36  C31 1.520, O33 1.383, H39 1.090, H40 1.090
33 O 14.05 16.77 4.55  C32 1.383, C34 1.305
34 C 13.79 16.53 3.30  O33 1.305, O35 1.236, O36 1.340
35 O 14.61 16.25 2.41  C34 1.236
36 O 12.46 16.65 3.17  C31 1.454, C34 1.340
37 H 11.31 18.01 4.24  C31 1.090
38 H 11.05 16.27 4.65  C31 1.090
39 H 13.11 15.84 5.82  C32 1.090
40 H 12.95 17.57 6.15  C32 1.090
41 C 19.13 14.46 11.22  C42 1.469, O46 1.375, H47 1.090, H48 1.090
42 C 17.96 15.34 11.16  C41 1.469, O43 1.409, H49 1.090, H50 1.090
43 O 17.04 14.78 12.06  C42 1.409, C44 1.365
44 C 17.42 13.51 12.38  O43 1.365, O45 1.249, O46 1.305
45 O 16.79 12.65 13.04  C44 1.249
46 O 18.61 13.36 11.86  C41 1.375, C44 1.305
47 H 19.86 14.98 11.83  C41 1.090
48 H 19.47 14.23 10.21  C41 1.090
49 H 17.54 15.35 10.15  C42 1.090
50 H 18.01 16.36 11.56  C42 1.090
51 C 17.02 8.88 5.90  C52 1.512, O56 1.416, H57 1.090, H58 1.090
52 C 18.07 9.89 5.53  C51 1.512, O53 1.415, H59 1.090, H60 1.090
53 O 17.55 11.08 6.11  C52 1.415, C54 1.374
54 C 16.22 10.94 6.42  O53 1.374, O55 1.287, O56 1.354
55 O 15.33 11.82 6.72  C54 1.287
56 O 15.88 9.63 6.30  C51 1.416, C54 1.354
57 H 17.44 8.22 6.66  C51 1.090
58 H 16.77 8.24 5.06  C51 1.090
59 H 18.15 10.13 4.47  C52 1.090
60 H 19.04 9.69 5.98  C52 1.090

---

(3)
Here is 6 unconnected molecules or ions with the total composition C18H24O18 in a non-equilibrium geometry from the OMol25 dataset. Energies are from ωB97M-V/def2-TZVPD.

Computed properties:
- Calculated total energy: -2054.54214 Ha
- HOMO energy: -10.56 eV
- SMILES: O=C1OCCO1.O=C1OCCO1.O=C1OCCO1.O=C1OCCO1.O=C1OCCO1.O=C1OCCO1
- Total charge: 0
- Relative energy (zero: lowest compared OMol25 entry of this formula, charge and spin): 81.6 kcal/mol
- LUMO: 0.0129 Eh

Bonds (Å) are listed after each position.
Atoms and positions in Å:
1 C 4.31 -1.75 7.42  C2 1.461, O6 1.356, H7 1.090, H8 1.090
2 C 3.90 -2.77 6.46  C1 1.461, O3 1.429, H9 1.090, H10 1.090
3 O 2.67 -3.24 7.00  C2 1.429, C4 1.343
4 C 2.61 -2.85 8.29  O3 1.343, O5 1.243, O6 1.331
5 O 1.79 -3.14 9.18  C4 1.243
6 O 3.47 -1.86 8.48  C1 1.356, C4 1.331
7 H 4.27 -0.74 7.02  C1 1.090
8 H 5.36 -1.93 7.67  C1 1.090
9 H 4.68 -3.54 6.46  C2 1.090
10 H 3.84 -2.40 5.44  C2 1.090
11 C -3.96 -6.39 -2.41  C12 1.554, O16 1.417, H17 1.090, H18 1.090
12 C -3.57 -5.88 -3.82  C11 1.554, O13 1.381, H19 1.090, H20 1.090
13 O -2.48 -5.07 -3.57  C12 1.381, C14 1.333
14 C -2.02 -5.32 -2.34  O13 1.333, O15 1.267, O16 1.308
15 O -1.07 -4.65 -1.84  C14 1.267
16 O -2.76 -6.17 -1.69  C11 1.417, C14 1.308
17 H -4.13 -7.47 -2.42  C11 1.090
18 H -4.74 -5.73 -2.03  C11 1.090
19 H -4.31 -5.34 -4.42  C12 1.090
20 H -3.04 -6.62 -4.41  C12 1.090
21 C 0.86 -0.04 0.25  C22 1.542, O26 1.388, H27 1.090, H28 1.090
22 C 2.19 -0.81 0.38  C21 1.542, O23 1.433, H29 1.090, H30 1.090
23 O 2.72 -0.37 1.63  C22 1.433, C24 1.401
24 C 1.98 0.76 2.02  O23 1.401, O25 1.209, O26 1.344
25 O 2.33 1.59 2.82  C24 1.209
26 O 0.84 0.85 1.32  C21 1.388, C24 1.344
27 H -0.10 -0.55 0.18  C21 1.090
28 H 0.85 0.40 -0.75  C21 1.090
29 H 2.75 -0.45 -0.48  C22 1.090
30 H 1.94 -1.87 0.51  C22 1.090
31 C -6.25 1.33 2.24  C32 1.543, O36 1.450, H37 1.090, H38 1.090
32 C -4.94 1.80 2.91  C31 1.543, O33 1.451, H39 1.090, H40 1.090
33 O -4.00 1.75 1.81  C32 1.451, C34 1.298
34 C -4.53 1.39 0.68  O33 1.298, O35 1.198, O36 1.271
35 O -4.05 1.28 -0.41  C34 1.198
36 O -5.76 1.15 0.88  C31 1.450, C34 1.271
37 H -6.98 2.14 2.25  C31 1.090
38 H -6.49 0.34 2.64  C31 1.090
39 H -4.54 1.13 3.67  C32 1.090
40 H -5.03 2.78 3.37  C32 1.090
41 C 4.44 3.60 -2.13  C42 1.486, O46 1.444, H47 1.090, H48 1.090
42 C 3.68 4.88 -2.14  C41 1.486, O43 1.367, H49 1.090, H50 1.090
43 O 4.12 5.54 -1.02  C42 1.367, C44 1.352
44 C 5.22 4.97 -0.48  O43 1.352, O45 1.215, O46 1.325
45 O 5.82 5.28 0.53  C44 1.215
46 O 5.45 3.83 -1.12  C41 1.444, C44 1.325
47 H 4.83 3.25 -3.08  C41 1.090
48 H 3.84 2.73 -1.89  C41 1.090
49 H 2.60 4.77 -2.23  C42 1.090
50 H 3.99 5.36 -3.06  C42 1.090
51 C -1.94 1.96 -6.10  C52 1.464, O56 1.401, H57 1.090, H58 1.090
52 C -1.55 3.29 -5.65  C51 1.464, O53 1.417, H59 1.090, H60 1.090
53 O -0.19 3.12 -5.28  C52 1.417, C54 1.372
54 C -0.09 1.81 -4.89  O53 1.372, O55 1.242, O56 1.327
55 O 0.92 1.36 -4.33  C54 1.242
56 O -1.16 1.13 -5.29  C51 1.401, C54 1.327
57 H -1.92 1.83 -7.18  C51 1.090
58 H -2.99 1.87 -5.83  C51 1.090
59 H -2.02 3.69 -4.75  C52 1.090
60 H -1.60 4.02 -6.46  C52 1.090

---

(4)
Here is 2 unconnected molecules or ions with the total composition C18H24O3 in a non-equilibrium geometry from the OMol25 dataset. Energies are from ωB97M-V/def2-TZVPD.

Computed properties:
- Calculated total energy: -925.91917 Ha
- HOMO energy: -7.22 eV
- Total charge: 0
- Relative energy (zero: lowest compared OMol25 entry of this formula, charge and spin): 35.7 kcal/mol
- LUMO: -0.0670 Eh

Bonds (Å) are listed after each position.
Atoms and positions in Å:
1 C 2.03 0.87 -3.15  C2 1.504, H11 1.096, H12 1.097, H13 1.097
2 C 1.33 -0.45 -2.96  C1 1.504, C3 1.458, O10 1.249
3 C -0.05 -0.52 -2.49  C2 1.458, C4 1.485, C8 1.476
4 C -0.80 -1.78 -2.67  C3 1.485, C5 1.529, H14 1.094, H15 1.104
5 C -2.19 -1.51 -3.26  C4 1.529, C6 1.506, H16 1.098, H17 1.096
6 C -2.89 -0.52 -2.35  C5 1.506, O7 1.461, H18 1.095, H19 1.104
7 O -2.12 0.71 -2.18  C6 1.461, C8 1.351
8 C -0.77 0.71 -2.11  C3 1.476, O7 1.351, O9 1.233
9 O -0.19 1.73 -1.73  C8 1.233
10 O 1.95 -1.50 -3.19  C2 1.249
11 H 1.36 1.63 -3.56  C1 1.096
12 H 2.42 1.23 -2.19  C1 1.097
13 H 2.88 0.71 -3.82  C1 1.097
14 H -0.25 -2.42 -3.37  C4 1.094
15 H -0.91 -2.33 -1.72  C4 1.104
16 H -2.07 -1.11 -4.27  C5 1.098
17 H -2.75 -2.45 -3.33  C5 1.096
18 H -3.84 -0.19 -2.79  C6 1.095
19 H -3.05 -0.97 -1.36  C6 1.104
20 C 1.20 -1.93 -0.01  C21 1.461, H31 1.099, H32 1.102, H33 1.096
21 C 0.86 -0.52 0.11  C20 1.461, C22 1.413, H34 1.082
22 C 0.51 0.12 1.33  C21 1.413, C23 1.436, C29 1.434
23 C 1.18 1.33 1.70  C22 1.436, C24 1.495, C25 1.382
24 C 2.34 1.85 0.91  C23 1.495, H35 1.095, H36 1.098, H37 1.093
25 C 0.78 2.00 2.84  C23 1.382, C26 1.395, H38 1.096
26 C -0.23 1.51 3.66  C25 1.395, C27 1.499, C28 1.400
27 C -0.64 2.31 4.87  C26 1.499, H39 1.092, H40 1.099, H41 1.098
28 C -0.84 0.29 3.35  C26 1.400, C29 1.391, H42 1.093
29 C -0.47 -0.43 2.22  C22 1.434, C28 1.391, C30 1.494
30 C -1.15 -1.73 1.94  C29 1.494, H43 1.096, H44 1.099, H45 1.097
31 H 1.80 -2.11 -0.91  C20 1.099
32 H 1.74 -2.29 0.88  C20 1.102
33 H 0.29 -2.55 -0.10  C20 1.096
34 H 1.15 0.15 -0.69  C21 1.082
35 H 2.66 2.81 1.33  C24 1.095
36 H 3.19 1.17 0.94  C24 1.098
37 H 2.08 2.03 -0.14  C24 1.093
38 H 1.29 2.93 3.11  C25 1.096
39 H -1.49 1.84 5.38  C27 1.092
40 H 0.19 2.41 5.58  C27 1.099
41 H -0.92 3.32 4.56  C27 1.098
42 H -1.61 -0.12 4.00  C28 1.093
43 H -1.91 -1.91 2.71  C30 1.096
44 H -1.66 -1.74 0.96  C30 1.099
45 H -0.45 -2.58 1.97  C30 1.097